The molecule C2H3BrFI at a distorted geometry. Source: the OMol25 dataset; level of theory: the ωB97M-V functional and the def2-TZVPD basis.

Charge ... 0
E ... -82982.7898 eV
SMILES ... F[C@H](Br)CI
Relative energy (zero: lowest compared OMol25 entry of this formula, charge and spin) ... 5.41 kJ/mol

CARTESIAN COORDINATES (ANGSTROEM)
F -1.6832 -0.3307 0.0223
C -0.4307 -0.3701 0.5210
Br -0.4687 0.7612 2.1546
C 0.4985 0.3260 -0.4661
I 0.5977 -0.7867 -2.3514
H -0.1854 -1.2945 0.9841
H 0.0553 1.3592 -0.7632
H 1.6165 0.3355 -0.1014

A cluster of 2 separate species, CH4FO3P in total at a distorted geometry. Source: the OMol25 dataset; level of theory: the ωB97M-V functional and the def2-TZVPD basis.

Charge ... 0
E ... -19245.7399 eV
SMILES ... O=C=[PH2]F.OO
Relative energy (zero: lowest compared OMol25 entry of this formula, charge and spin) ... 81.71 kJ/mol

CARTESIAN COORDINATES (ANGSTROEM)
O 2.1229 -1.4986 -1.9942
C 2.2536 -0.5851 -1.3383
P 0.5614 0.8174 -0.9412
F 0.8236 1.1368 0.6550
H -0.7316 1.2835 -0.7466
H 1.2540 2.0308 -1.1863
O -1.6143 -0.8165 2.0724
O -1.5264 -0.7882 0.6989
H -1.5039 0.1575 2.1086
H -1.6394 -1.7377 0.6717

A cluster of 2 separate species, C6H11I in total at a distorted geometry. Source: the OMol25 dataset; level of theory: the ωB97M-V functional and the def2-TZVPD basis.

Charge ... 0
E ... -14496.3926 eV
Relative energy (zero: lowest compared OMol25 entry of this formula, charge and spin) ... 291.22 kJ/mol

CARTESIAN COORDINATES (ANGSTROEM)
C 0.4918 0.4597 1.5711
C 1.0098 0.3155 0.3565
C 1.2408 0.6987 2.8173
C 0.0524 -1.3576 -2.0373
C -1.8118 0.1347 -0.9409
C -0.4275 -0.0782 -1.4354
I 0.2125 1.6678 -2.6045
H -0.6070 0.5992 1.7547
H 1.9142 -0.0637 -0.0092
H 0.7774 1.6449 3.4454
H 1.0771 -0.0872 3.6101
H 2.3609 0.8032 2.7124
H -0.8958 -1.8732 -2.4671
H 0.8435 -1.3641 -2.8739
H 0.3938 -2.1825 -1.2632
H -2.5644 0.0253 -1.7942
H -1.9273 1.2862 -0.7283
H -2.1405 -0.6289 -0.1135

A structure of composition C28H37AlAs2N7O8Se2. Source: the OMol25 dataset; level of theory: the ωB97M-V functional and the def2-TZVPD basis.

Charge ... +3
E ... -315393.3352 eV
Relative energy (zero: lowest compared OMol25 entry of this formula, charge and spin) ... 49.69 kJ/mol

CARTESIAN COORDINATES (ANGSTROEM)
Al -0.4152 0.1019 0.2365
C 0.5408 0.1982 4.8556
N 1.6544 0.3170 3.9101
C 3.0155 0.4964 4.4355
C 1.3930 0.3334 2.6052
N 0.1893 0.2870 2.0876
N 2.4996 0.4047 1.7642
C 2.4895 0.4996 0.3958
N 3.6705 0.7232 -0.1777
N 1.3878 0.3680 -0.3005
H 0.9429 -0.0185 5.8395
H -0.1115 -0.6299 4.5763
H -0.0331 1.1252 4.9122
H 2.9680 0.4987 5.5188
H 3.4373 1.4551 4.1278
H 3.6684 -0.3280 4.1419
H -0.5303 0.2757 2.8019
H 3.3972 0.4831 2.2144
H 4.5187 0.8591 0.3486
H 3.7389 0.8120 -1.1793
H 1.5388 0.5486 -1.2935
Se -3.2346 0.6881 2.0192
Se -3.5801 -0.7542 0.2325
C -2.2706 -2.1091 0.5874
C -2.6718 -3.4107 0.8074
C -1.7011 -4.3875 0.9800
C -0.3620 -4.0266 0.9600
C -0.0377 -2.7037 0.7620
N -0.9733 -1.7563 0.5616
C -2.3502 2.1154 1.0717
C -2.7711 3.4113 1.2961
C -2.1254 4.4479 0.6358
C -1.1123 4.1524 -0.2644
C -0.7525 2.8346 -0.4500
N -1.3389 1.8302 0.2338
H -3.7251 -3.6499 0.8514
H -1.9886 -5.4179 1.1434
H 0.4194 -4.7592 1.1011
H 0.9933 -2.3712 0.7492
H -3.6007 3.6034 1.9632
H -2.4335 5.4722 0.8023
H -0.6115 4.9305 -0.8226
H 0.0284 2.5539 -1.1474
C 2.2773 2.4852 -5.2005
O 1.1327 1.5958 -5.2139
C 0.6939 1.1380 -4.0759
O 1.2442 1.3502 -2.9941
C -0.5130 0.2671 -4.1654
C -1.1890 0.0559 -5.3037
As -2.5641 -1.3966 -5.7179
C -3.7325 -0.4753 -6.9681
C -3.1058 -0.8905 -3.8924
C -2.3543 -1.5484 -2.9913
As -0.7929 -0.5616 -2.3825
C 0.6194 -1.9029 -2.5834
C -2.2694 -3.0450 -2.9032
O -1.6205 -3.5695 -2.0200
O -3.0285 -3.6776 -3.7715
C -3.0796 -5.1234 -3.6976
C -3.6196 0.5192 -3.7473
O -4.3134 1.0260 -4.5779
O -3.2627 1.1148 -2.5904
C -3.8906 2.3916 -2.3383
C -1.0091 1.0102 -6.4699
O -1.5529 2.0730 -6.3858
O -0.3780 0.6156 -7.5611
C 0.3293 -0.6352 -7.5892
H 2.5124 2.6627 -6.2431
H 3.1091 2.0096 -4.6885
H 2.0037 3.4142 -4.7071
H -3.6489 -1.0077 -7.9139
H -3.4770 0.5744 -7.0908
H -4.7517 -0.5394 -6.5961
H 0.3819 -2.5758 -3.4032
H 0.7515 -2.4908 -1.6800
H 1.5370 -1.3664 -2.8256
H -4.0289 -5.4037 -4.1396
H -3.0132 -5.4521 -2.6653
H -2.2556 -5.5348 -4.2755
H -4.3663 2.3339 -1.3608
H -4.6320 2.6110 -3.0990
H -3.1212 3.1573 -2.3516
H 1.1134 -0.5181 -8.3297
H -0.3404 -1.4361 -7.9000
H 0.7730 -0.8620 -6.6196

The ion C5H9N2O with charge +1 at a distorted geometry. Source: the OMol25 dataset; level of theory: the ωB97M-V functional and the def2-TZVPD basis.

Charge ... +1
E ... -10350.1086 eV
SMILES ... N[C@H]([NH3+])c1ccco1
Relative energy (zero: lowest compared OMol25 entry of this formula, charge and spin) ... 242.40 kJ/mol

CARTESIAN COORDINATES (ANGSTROEM)
N 1.8032 1.3749 0.4481
C 1.3274 0.1010 0.5219
N 1.6112 -0.5961 -0.8177
C -0.4110 0.0075 0.3516
C -1.2916 -0.8695 0.8035
C -2.5050 -0.5800 0.1865
C -2.2702 0.3518 -0.7619
O -0.9541 0.8044 -0.6387
H 2.5991 1.6281 1.0866
H 1.2432 2.1354 0.1828
H 1.7099 -0.3867 1.4709
H 1.0479 -1.4087 -0.9040
H 2.6385 -0.6799 -1.0183
H 1.1181 0.1267 -1.4317
H -1.2805 -1.6746 1.5585
H -3.4230 -1.1386 0.4031
H -2.9630 0.8043 -1.4413

A structure of composition C4H6O2. Source: the OMol25 dataset; level of theory: the ωB97M-V functional and the def2-TZVPD basis.

Charge ... 0
E ... -8334.2619 eV
Relative energy (zero: lowest compared OMol25 entry of this formula, charge and spin) ... 598.13 kJ/mol

CARTESIAN COORDINATES (ANGSTROEM)
C -1.3687 -0.3330 -0.5771
C -0.3311 -0.4050 0.5203
O -0.0368 -1.4472 1.1332
C 0.3281 0.9076 0.8508
C 1.4569 -0.0971 -0.3039
O 0.0736 1.9939 0.3187
H -1.0451 0.2052 -1.4773
H -1.7327 -1.3242 -0.8515
H -2.1834 0.2598 -0.1528
H 0.9876 0.7933 1.7453
H 1.3743 -0.6668 -1.2348
H 2.4772 0.1136 0.0292